Record 1
Computed, not measured: C26H35BrN4O3ReS as an isolated structure, with the ωB97M-V functional and the def2-TZVPD basis.

The geometry in XYZ format:
```
71
Properties=species:S:1:pos:R:3:forces:R:3:lowdin_spin:R:1
Re -0.404 0.563 -0.538 0.4 0.8 -0.1 0.934
O -0.096 -2.937 1.868 0.0 -0.1 0.0 0.000
C 0.637 -2.448 2.970 -0.1 0.0 0.1 0.000
C 0.178 -1.087 3.464 0.1 -0.1 0.0 0.002
C 0.211 -0.819 4.829 0.0 0.0 0.0 0.001
C -0.233 0.409 5.286 0.0 0.0 0.0 -0.001
C -0.714 1.321 4.363 0.0 0.0 0.0 0.000
C -0.700 0.972 3.023 0.1 -0.1 0.0 0.001
N -0.244 -0.197 2.567 -0.2 0.0 0.3 0.027
H -1.035 -2.923 2.079 0.0 0.1 0.0 0.000
H 1.681 -2.407 2.650 -0.1 0.1 0.0 0.000
H 0.587 -3.147 3.812 0.0 0.0 0.0 0.000
H 0.565 -1.575 5.518 0.0 0.0 0.0 0.000
H -0.219 0.641 6.344 0.0 0.0 0.0 0.000
H -1.095 2.287 4.666 0.0 0.0 0.0 0.000
H -1.058 1.660 2.269 0.0 0.0 0.0 0.000
Br 2.373 -4.573 -0.393 0.0 0.0 0.0 -0.001
C 2.433 -2.752 0.090 0.1 -0.1 -0.1 -0.001
C 3.532 -2.218 0.730 0.0 0.1 -0.1 0.009
C 3.476 -0.872 1.064 0.1 0.0 0.0 -0.001
C 2.357 -0.135 0.743 -0.1 0.0 0.0 0.008
N 1.297 -0.663 0.105 0.3 -0.1 0.0 0.006
C 1.341 -1.962 -0.210 -0.1 0.1 0.0 0.009
H 4.393 -2.828 0.963 0.0 0.0 0.0 0.000
H 4.298 -0.385 1.568 0.0 0.0 0.0 0.000
H 2.264 0.914 0.984 0.0 0.0 0.0 0.000
H 0.483 -2.384 -0.708 0.0 0.0 0.1 0.000
O 0.269 3.049 -3.119 0.0 0.1 -0.1 0.029
S -1.111 2.915 -2.669 0.1 0.0 0.1 0.038
N -1.441 1.993 -1.556 -0.1 -0.4 0.2 0.033
C -4.231 -0.129 -0.383 0.0 0.0 0.0 -0.001
C -3.889 -1.560 0.031 0.1 0.0 0.1 -0.001
C -3.204 -1.611 1.397 0.0 0.0 0.0 0.000
C -3.135 -2.342 -1.032 -0.1 0.2 0.0 -0.010
C -3.686 -3.549 -1.442 0.0 0.0 0.0 0.002
C -3.135 -4.281 -2.477 0.0 0.0 0.0 -0.011
C -2.062 -3.760 -3.174 0.0 0.0 0.0 0.002
C -1.467 -2.554 -2.818 0.0 0.0 0.0 -0.011
C -0.453 -1.985 -3.804 0.0 0.1 0.0 -0.001
C 0.993 -1.819 -3.335 0.0 0.0 0.0 -0.001
C -0.981 -0.675 -4.402 0.0 -0.1 0.0 0.000
C -1.961 -1.886 -1.672 0.0 -0.1 -0.1 -0.003
N -1.273 -0.792 -1.169 -0.2 -0.1 -0.2 -0.076
H -4.894 0.316 0.362 0.0 0.0 0.0 0.000
H -4.751 -0.124 -1.342 0.0 0.0 0.0 0.000
H -3.352 0.505 -0.472 0.0 0.0 0.0 0.000
H -4.846 -2.080 0.135 0.0 0.0 0.0 0.000
H -2.231 -1.122 1.364 0.0 0.0 0.0 0.001
H -3.087 -2.651 1.722 0.0 0.0 0.0 0.000
H -3.813 -1.105 2.150 0.0 0.0 0.0 0.000
H -4.579 -3.909 -0.946 0.0 0.0 0.0 0.000
H -3.570 -5.227 -2.772 0.0 0.0 0.0 -0.001
H -1.681 -4.289 -4.039 0.0 0.0 0.0 0.000
H -0.422 -2.721 -4.612 0.0 0.0 0.0 0.000
H 1.089 -1.014 -2.609 0.0 0.0 0.0 0.000
H 1.609 -1.552 -4.195 0.0 0.0 0.0 0.000
H 1.389 -2.746 -2.915 0.0 0.0 0.0 0.000
H -1.046 0.091 -3.632 0.0 0.0 0.0 0.001
H -1.973 -0.818 -4.831 0.0 0.0 0.0 0.000
H -0.312 -0.314 -5.184 0.0 0.0 0.0 0.000
C 0.652 4.016 1.636 0.0 0.0 0.0 0.000
C 0.766 3.416 0.244 0.1 0.1 0.1 0.001
C 2.128 3.685 -0.378 0.0 0.0 0.0 0.000
O 0.561 2.022 0.309 -0.3 -0.4 -0.2 0.011
H 0.883 5.082 1.603 0.0 0.0 0.0 0.000
H 1.355 3.528 2.315 0.0 0.0 0.0 0.000
H -0.356 3.902 2.039 0.0 0.0 0.0 0.000
H -0.006 3.871 -0.385 0.0 -0.1 -0.1 0.000
H 2.921 3.377 0.309 0.0 0.0 0.0 0.000
H 2.254 4.747 -0.592 0.0 0.0 0.0 0.000
H 2.217 3.138 -1.316 0.0 0.0 0.0 0.000
```
Positions in Å, forces in eV/Å.

## Properties
max |F|	0.9	eV/A
2S+1	2
E_LUMO (spin up / spin down)	-0.18 / -0.19	eV
E	-122640.09241	eV
relative energy (zero: lowest compared OMol25 entry of this formula, charge and spin)	12.79	kJ/mol
highest occupied orbital energy (spin up / spin down)	-7.51 / -7.27	eV

---

Record 2
Computed, not measured: C9H4Cl2IrN2NdO3 as an isolated structure in a non-equilibrium geometry, with the ωB97M-V functional and the def2-TZVPD basis.

The geometry in XYZ format:
```
22
Properties=species:S:1:pos:R:3:forces:R:3:lowdin_spin:R:1
Ir 0.173 0.568 -3.960 -2.2 0.9 2.6 0.937
Nd 0.713 0.924 -1.018 1.0 -2.0 1.6 3.803
Cl -0.531 -0.777 -2.089 -1.9 -2.9 -1.6 0.514
Cl -0.423 2.474 -2.600 -0.8 1.2 -1.4 0.011
C 1.738 2.506 -0.265 2.5 4.1 1.4 0.424
C 0.637 -0.919 -4.914 3.1 -9.8 -6.7 0.033
C 0.717 1.652 -5.329 3.7 7.2 -9.2 0.030
O 2.325 3.374 0.154 0.3 0.4 0.3 0.231
O 0.953 -1.892 -5.536 -2.2 6.9 4.5 0.002
O 1.086 2.359 -6.223 -2.7 -5.1 6.5 0.013
N -1.571 -2.252 5.659 0.2 0.3 -0.8 0.488
C -1.247 -1.777 4.604 0.0 0.0 0.0 0.201
C -0.854 -1.208 3.361 -0.4 -0.5 1.1 0.061
C 0.472 -1.299 2.941 1.4 -0.4 0.2 0.102
C 0.838 -0.714 1.741 -0.3 0.2 -0.1 -0.017
N -0.071 -0.063 0.977 -0.6 -0.6 1.3 0.090
C -1.367 0.027 1.369 0.3 0.0 0.1 -0.019
C -1.784 -0.540 2.561 -1.4 0.5 -0.1 0.097
H 1.219 -1.809 3.552 -0.1 0.1 -0.1 0.002
H 1.884 -0.758 1.404 -0.4 0.0 0.1 -0.002
H -2.079 0.577 0.734 0.4 -0.3 0.3 -0.002
H -2.826 -0.452 2.876 0.2 0.0 -0.1 0.002
```
Positions in Å, forces in eV/Å.

## Properties
max |F|	12.3	eV/A
2S+1	8
E_LUMO (spin up / spin down)	-15.81 / -20.49	eV
E	-61624.18882	eV
relative energy (zero: lowest compared OMol25 entry of this formula, charge and spin)	393.25	kJ/mol
charge	+4
highest occupied orbital energy (spin up / spin down)	-22.26 / -24.49	eV

---

Question: Number 1 is which compound?
Answer: C26H35BrN4O3ReS

---

Question: The highest 2S+1 belongs to which entry?
Answer: C9H4Cl2IrN2NdO3

---

Question: Among the records above, which one has the highest relative energy (zero: lowest compared OMol25 entry of this formula, charge and spin)?
Answer: C9H4Cl2IrN2NdO3